DFT (ωB97M-V with the def2-TZVPD basis set) results for a structure of composition C45H51Cl4F6N7NiO4 at a distorted geometry.

**<S²>**: 2.004
**Max |F|**: 2.71 eV Å⁻¹
**Spin multiplicity**: 3
**Relative energy (zero: lowest compared OMol25 entry of this formula, charge and spin)**: 0.000 eV
**E_HOMO (alpha / beta)**: -8.95 / -8.83 eV
**Lowest unoccupied orbital energy (alpha / beta)**: 0.0034 / 0.0037 Eh

The geometry in XYZ format:
```
118
C45H51Cl4F6N7NiO4, DFT ωB97M-V with the def2-TZVPD basis set
Ni 1.22 1.00 -1.47
C -1.02 -0.35 -1.06
O -0.32 0.43 -0.11
O -0.30 -0.27 -2.16
C -1.32 -1.77 -0.58
F -1.59 -2.56 -1.63
F -0.27 -2.32 0.08
F -2.39 -1.78 0.25
C -0.85 0.58 1.20
C -0.01 1.66 1.87
H -0.23 2.59 1.35
H -0.35 1.83 2.89
H 1.03 1.36 1.79
H -0.70 -0.36 1.75
H -1.91 0.85 1.25
H -2.05 0.08 -1.14
C 3.38 0.44 -0.02
O 2.79 -0.45 -0.95
O 2.61 1.55 -0.07
C 3.56 -0.15 1.36
F 2.43 -0.70 1.85
F 4.53 -1.11 1.33
F 3.95 0.79 2.23
C 3.61 -1.44 -1.56
C 2.70 -2.39 -2.33
H 3.32 -3.10 -2.89
H 2.16 -3.00 -1.61
H 2.07 -1.92 -3.07
H 4.14 -2.06 -0.84
H 4.36 -0.99 -2.23
H 4.37 0.77 -0.40
N 1.39 4.58 2.21
C 0.76 5.46 2.98
C 1.08 5.66 4.31
C 2.04 4.86 4.89
C 2.67 3.91 4.12
C 2.27 3.78 2.80
H -0.03 6.04 2.52
H 0.59 6.46 4.85
H 2.35 5.10 5.90
H 3.44 3.27 4.51
H 2.78 3.08 2.14
N 0.25 2.81 -1.74
C -0.67 2.91 -2.69
C -1.36 4.07 -2.97
C -1.18 5.16 -2.13
C -0.27 5.05 -1.09
C 0.42 3.86 -0.95
H -0.83 2.00 -3.27
H -2.09 4.06 -3.77
H -1.80 6.03 -2.32
H -0.12 5.85 -0.38
H 1.15 3.80 -0.15
N -5.26 -1.06 -5.52
C -5.77 -0.01 -4.90
C -5.47 0.35 -3.60
C -4.53 -0.41 -2.92
C -3.97 -1.51 -3.55
C -4.36 -1.78 -4.86
H -6.46 0.59 -5.50
H -5.85 1.28 -3.19
H -4.20 -0.11 -1.94
H -3.18 -2.10 -3.11
H -3.83 -2.55 -5.41
N 2.12 1.46 -3.31
C 3.12 2.34 -3.31
C 3.79 2.71 -4.46
C 3.54 2.02 -5.63
C 2.55 1.06 -5.62
C 1.83 0.85 -4.46
H 3.23 2.97 -2.43
H 4.53 3.50 -4.38
H 4.07 2.29 -6.54
H 2.28 0.54 -6.52
H 1.03 0.12 -4.43
N 1.34 -6.65 -2.14
C 1.59 -6.86 -3.43
C 0.62 -6.89 -4.41
C -0.71 -6.74 -4.03
C -0.98 -6.50 -2.71
C 0.08 -6.44 -1.81
H 2.64 -6.98 -3.69
H 0.92 -7.12 -5.43
H -1.46 -6.78 -4.81
H -1.99 -6.30 -2.37
H -0.12 -6.20 -0.77
N -1.36 -3.87 6.16
C -0.62 -4.58 5.32
C -0.35 -4.17 4.02
C -0.89 -2.98 3.59
C -1.56 -2.19 4.50
C -1.77 -2.68 5.78
H -0.29 -5.55 5.67
H 0.29 -4.79 3.40
H -0.78 -2.68 2.55
H -1.99 -1.25 4.20
H -2.26 -2.02 6.49
N -3.66 1.76 4.74
C -3.76 1.69 6.06
C -2.91 2.34 6.95
C -1.88 3.09 6.41
C -1.72 3.13 5.03
C -2.66 2.47 4.26
H -4.61 1.13 6.45
H -3.10 2.17 8.00
H -1.21 3.66 7.04
H -0.90 3.73 4.66
H -2.66 2.68 3.19
C -0.12 -2.89 -4.78
Cl 1.10 -2.15 -5.80
Cl -1.31 -3.84 -5.71
H 0.37 -3.57 -4.10
H -0.68 -2.17 -4.19
C 1.76 0.00 5.19
Cl 2.39 -1.58 5.73
Cl 0.16 0.29 5.90
H 2.43 0.77 5.56
H 1.67 -0.07 4.12
```